46
Properties=species:S:1:pos:R:3 method="wB97M-V/def2-TZVPD" e_lumo_ha=-0.1454 gap_ev=5.97 charge=+1
Be 0.322 -0.281 -0.103
O 4.645 -3.680 -4.132
N 5.149 -3.264 -3.107
O 6.284 -3.467 -2.747
C 4.306 -2.404 -2.250
C 4.947 -1.470 -1.520
C 4.209 -0.543 -0.713
C 4.798 0.450 0.090
C 3.988 1.276 0.828
C 2.600 1.111 0.769
N 2.029 0.180 0.023
C 2.822 -0.627 -0.714
C 2.154 -1.637 -1.483
N 0.814 -1.649 -1.352
C 0.128 -2.594 -1.961
C 0.752 -3.587 -2.720
C 2.119 -3.577 -2.872
C 2.870 -2.563 -2.248
H 6.027 -1.422 -1.554
H 5.876 0.551 0.123
H 4.401 2.048 1.460
H 1.936 1.736 1.352
H -0.946 -2.586 -1.810
H 0.155 -4.365 -3.174
H 2.608 -4.338 -3.459
Se 0.210 -1.812 1.570
Se -2.091 -1.987 1.581
Se -2.600 -0.193 3.066
Se -1.203 1.484 2.310
N -0.955 1.324 -4.642
C -1.121 0.161 -3.706
P -1.538 0.986 -2.072
O -1.787 2.387 -2.558
O -0.378 0.765 -1.117
C -3.063 0.246 -1.452
N -3.620 1.184 -0.488
H 0.021 1.519 -4.849
H -1.352 2.135 -4.028
H -1.454 1.214 -5.520
H -0.208 -0.426 -3.671
H -1.937 -0.463 -4.063
H -2.818 -0.693 -0.949
H -3.719 0.022 -2.306
H -4.419 0.793 -0.007
H -3.892 2.049 -0.939
H -2.231 2.099 1.462